Density functional theory data (wB97M-V/def2-TZVPD) for a cluster of 6 separate species, C39H40F40N2O8 in total at a distorted geometry.

```
129
Properties=species:S:1:pos:R:3:forces:R:3:mulliken_charge:R:1
C -1.22951 6.66017 5.82150 0.5 -0.5 -0.1 -1.663
C -1.37681 5.21300 5.36860 -0.9 1.2 -0.5 -0.146
N -1.97894 5.16322 3.98254 0.7 -0.8 0.3 0.154
C -1.14690 4.28094 3.15884 0.2 0.4 -0.4 -0.440
C -1.58768 4.20109 1.68352 0.7 -0.7 0.3 -1.698
C -1.87918 2.78821 1.30087 0.6 0.7 -0.3 0.313
C -3.04307 2.23360 1.45069 -1.3 -1.0 -0.2 -0.093
C -3.26473 0.82068 1.10300 1.4 0.8 -0.1 -0.292
O -4.31829 0.32688 1.32432 -2.6 -1.2 0.5 -0.595
C -2.17309 -0.00462 0.51667 -1.6 -0.5 -0.1 0.497
C -2.52992 -1.41643 0.21456 0.9 -0.3 0.3 0.144
C -1.47611 -2.20856 -0.56661 -0.9 -0.7 0.3 -0.621
N -1.57559 -3.65203 -0.31428 0.1 0.1 0.0 -0.676
C -1.01336 0.56159 0.33621 0.7 0.5 -0.2 -0.404
C -0.79740 1.95957 0.72301 -0.7 -0.4 0.3 0.332
O 0.28076 2.44352 0.58262 2.5 1.0 -0.4 -0.646
C -3.27677 4.63020 4.16770 -0.5 2.5 0.2 0.561
C -4.32940 5.63679 4.54733 0.8 0.1 0.4 -1.426
O -3.55013 3.48792 4.07458 -0.3 -2.9 -0.6 -0.441
H -0.31703 7.04763 5.38691 0.3 0.3 0.1 0.385
H -1.18721 6.71948 6.90267 0.1 0.1 0.2 0.396
H -2.02886 7.28318 5.45432 -0.4 0.1 0.0 0.328
H -0.43755 4.68127 5.36441 0.3 0.0 -0.1 0.589
H -2.02902 4.67077 6.03126 -0.2 -0.1 0.4 0.060
H -0.15084 4.70323 3.17669 0.2 0.2 0.1 0.669
H -1.03804 3.28014 3.57999 -0.3 -0.2 0.1 0.188
H -2.42635 4.84357 1.46792 -0.3 0.2 0.0 0.558
H -0.72945 4.47503 1.08733 0.0 0.5 -0.3 0.400
H -3.89531 2.75353 1.83504 -0.4 0.1 0.2 0.615
H -3.50753 -1.49413 -0.23840 -0.3 0.1 -0.2 0.443
H -2.63448 -1.91600 1.17754 -0.1 -0.1 0.3 -0.031
H -1.63115 -2.05268 -1.62620 0.3 0.2 -0.3 0.186
H -0.47469 -1.94265 -0.26762 0.3 0.3 -0.2 0.376
H -2.54631 -3.92170 -0.21256 -0.1 -0.1 -0.1 0.302
H -1.14401 -3.84275 0.57953 0.0 -0.2 0.1 0.220
H -0.19117 0.02627 -0.09579 0.5 0.1 -0.1 0.456
H -3.93228 6.17989 5.39945 -0.1 0.3 0.2 0.308
H -5.23530 5.13243 4.83265 -0.4 -0.1 -0.1 0.392
H -4.46915 6.36160 3.75565 -0.1 0.1 -0.2 0.344
F -0.28486 1.38237 7.69815 -0.1 0.3 -0.1 -0.237
C -1.10316 2.34529 7.22466 0.6 0.3 -0.2 0.312
F -0.54130 3.53643 7.56534 -0.3 -0.1 0.2 -0.269
C -2.50712 2.22672 7.82151 -0.1 -0.3 0.6 0.983
F -2.46511 2.41410 9.15789 0.1 0.0 -0.1 -0.293
F -3.25439 3.24475 7.30969 0.1 0.0 -0.2 -0.267
C -3.26092 0.92770 7.50048 -0.7 0.0 -0.5 -0.958
O -3.23804 -0.08913 8.48545 0.7 0.2 0.3 -0.394
C -2.17487 -0.95838 8.50287 -0.6 0.1 -0.7 0.793
F -1.39699 -0.78741 7.41673 0.1 -0.4 0.2 -0.292
F -2.69230 -2.20818 8.41363 0.1 -0.2 0.2 -0.292
C -1.37925 -0.86147 9.80271 0.3 0.0 0.4 0.159
F -0.88850 0.38335 9.96223 -0.1 -0.2 0.0 -0.219
F -0.33452 -1.71982 9.75632 -0.1 0.0 -0.1 -0.250
H -1.12935 2.28841 6.13176 -0.1 -0.1 0.0 0.067
H -4.31011 1.20849 7.42969 0.0 0.1 0.1 0.470
H -2.99864 0.54073 6.51630 0.2 0.1 0.0 0.397
H -2.01069 -1.10618 10.65942 -0.1 0.0 -0.1 0.264
F 0.35169 -4.40462 -6.01092 0.1 -0.1 0.3 -0.228
C 0.82214 -4.12379 -4.77521 0.0 -0.5 0.2 0.097
F 0.26458 -5.00876 -3.91636 0.0 0.1 0.0 -0.279
C 0.45811 -2.70285 -4.34808 -0.5 0.5 -0.2 1.014
F -0.88343 -2.56646 -4.24793 0.0 -0.2 0.0 -0.298
F 0.96430 -2.52767 -3.09511 0.2 -0.2 0.0 -0.313
C 1.02465 -1.56570 -5.21268 0.5 0.4 0.2 -0.626
O 0.14645 -1.00633 -6.18039 -0.3 -0.7 -0.1 -0.386
C 0.05269 -1.60690 -7.41281 0.6 0.4 0.4 0.825
F 0.99012 -2.56636 -7.56417 -0.1 0.1 -0.3 -0.266
F 0.31291 -0.65784 -8.33835 -0.1 0.0 -0.2 -0.295
C -1.35628 -2.13770 -7.67262 -0.4 -0.2 -0.1 0.151
F -1.69885 -3.05443 -6.74620 0.0 0.1 -0.1 -0.222
F -1.39717 -2.73813 -8.88579 0.1 0.1 0.0 -0.275
H 1.90689 -4.26797 -4.76162 0.0 0.1 0.0 0.246
H 1.22018 -0.74614 -4.52266 -0.1 0.0 0.1 0.472
H 1.99480 -1.81695 -5.64456 -0.7 -0.2 0.1 0.312
H -2.08288 -1.32303 -7.64859 0.1 0.1 0.0 0.268
F -3.98595 -4.76963 3.98639 0.3 0.2 -0.1 -0.228
C -2.77600 -4.20115 4.16063 0.0 0.2 -0.4 0.127
F -2.15389 -4.18539 2.95197 0.0 0.0 0.1 -0.247
C -1.92649 -4.98890 5.15683 0.0 -0.6 0.2 0.868
F -1.66717 -6.22476 4.67951 0.0 0.1 -0.1 -0.281
F -0.72788 -4.34550 5.24673 -0.1 0.3 0.0 -0.315
C -2.48119 -5.09643 6.58614 0.3 0.3 0.6 -0.808
O -3.16176 -6.29360 6.91358 -0.2 -0.1 -0.6 -0.417
C -4.49937 -6.40156 6.61140 0.3 0.5 0.6 0.792
F -5.00241 -5.22436 6.19355 -0.3 -0.2 0.1 -0.274
F -5.13729 -6.71770 7.76012 -0.1 -0.1 -0.1 -0.304
C -4.75899 -7.52207 5.60590 -0.1 -0.4 -0.3 0.168
F -4.09787 -7.28761 4.45416 -0.1 -0.1 0.1 -0.208
F -6.08065 -7.57796 5.32252 0.0 0.1 0.1 -0.258
H -2.90805 -3.16674 4.49126 0.0 0.0 0.1 0.230
H -1.61213 -5.09631 7.24159 0.1 -0.1 -0.1 0.489
H -3.05271 -4.21356 6.86967 -0.1 0.0 -0.2 0.400
H -4.43539 -8.48350 6.00989 0.0 0.1 0.1 0.246
F 7.21759 -0.65280 -6.11392 -0.2 0.0 0.2 -0.256
C 5.89729 -0.46811 -5.88636 0.3 0.5 0.3 0.437
F 5.76836 -0.03225 -4.60591 -0.2 -0.1 0.0 -0.284
C 5.11979 -1.77128 -6.06029 0.3 -0.6 0.0 0.877
F 5.51661 -2.67996 -5.14705 -0.1 0.1 0.1 -0.320
F 3.80154 -1.49692 -5.78921 0.6 0.4 -0.2 -0.540
C 5.15300 -2.40487 -7.46044 -0.7 -0.1 -0.4 -0.769
O 6.07578 -3.45745 -7.65493 0.4 0.3 0.4 -0.419
C 7.37489 -3.15136 -7.99559 -0.6 0.1 -0.5 0.787
F 7.51059 -1.84084 -8.27222 0.3 -0.2 -0.1 -0.286
F 7.65098 -3.82494 -9.13268 0.2 -0.1 0.1 -0.309
C 8.35924 -3.61476 -6.92292 0.3 -0.2 0.3 0.202
F 8.09246 -3.01511 -5.74454 0.1 -0.1 -0.1 -0.210
F 9.61660 -3.27560 -7.28722 -0.1 0.0 -0.1 -0.259
H 5.53436 0.31820 -6.54404 0.1 -0.4 0.0 0.233
H 4.17966 -2.87570 -7.59465 0.0 -0.1 0.1 0.441
H 5.22065 -1.65321 -8.24661 0.2 0.1 0.1 0.398
H 8.30108 -4.69703 -6.78988 -0.1 0.0 -0.1 0.254
F 1.48678 4.67378 -5.31685 0.0 0.3 0.2 -0.194
C 2.21922 5.70657 -4.84550 -0.4 0.2 0.2 0.073
F 1.47431 6.83072 -4.97341 0.1 0.0 0.0 -0.280
C 3.51700 5.86893 -5.63476 0.2 -0.1 -0.6 0.856
F 3.25047 6.18280 -6.92077 -0.1 0.0 0.1 -0.273
F 4.17393 6.93447 -5.09799 -0.1 -0.1 0.3 -0.334
C 4.48892 4.68063 -5.59027 0.7 0.1 0.3 -0.686
O 4.45351 3.79620 -6.69716 -0.6 0.1 -0.2 -0.369
C 3.53271 2.78054 -6.70098 0.7 0.3 0.7 0.739
F 2.91960 2.68794 -5.51006 -0.1 -0.5 -0.2 -0.297
F 4.23699 1.62189 -6.86542 -0.6 0.3 -0.3 -0.466
C 2.54247 2.90988 -7.85510 -0.3 0.0 -0.4 0.162
F 1.86559 4.07099 -7.76118 0.1 -0.2 -0.1 -0.227
F 1.65082 1.89773 -7.79577 0.1 -0.1 0.1 -0.149
H 2.42440 5.54823 -3.78272 0.1 0.0 0.0 0.296
H 5.48682 5.11362 -5.62570 0.0 0.1 -0.1 0.424
H 4.43880 4.14647 -4.64181 -0.2 0.0 0.0 0.329
H 3.06346 2.87924 -8.81513 0.1 0.0 0.1 0.223
```
Forces are in eV/Å.

Output
Maximum force (Eh/bohr): 0.0574
Highest occupied orbital energy (eV): -9.1654
Kohn-Sham gap (eV): 8.2852
LUMO (eV): -0.9

Density functional theory data (wB97M-V/def2-TZVPD) for a structure of composition C25H45Cl2ErP at a distorted geometry.

```
74
Properties=species:S:1:pos:R:3:forces:R:3:lowdin_spin:R:1
Er -0.01150 -0.03187 2.31517 6.5 -0.3 3.1 3.020
Cl 1.00120 -0.47587 4.37387 1.7 -1.1 3.5 -0.002
P 0.08450 0.57113 0.03957 -0.4 0.9 -4.4 -0.002
C -1.70940 0.62693 2.45317 -7.9 2.5 0.2 -0.017
H -2.63930 0.04983 2.41987 -0.5 0.5 0.1 0.001
H -1.83260 1.69463 2.67217 -0.4 -0.1 0.1 -0.001
C 1.90860 0.81813 -0.21613 0.0 0.2 -0.7 0.002
C -0.75080 2.21843 -0.20073 0.2 0.1 -0.3 0.000
C 2.45150 0.92763 -1.64963 0.4 0.1 0.3 0.000
H 2.06290 1.77523 0.30317 0.0 0.0 0.0 0.000
C 3.94780 1.27773 -1.62333 -0.1 -0.1 -0.1 0.000
H 2.32180 -0.03097 -2.16813 0.0 0.1 0.0 0.000
H 1.90060 1.67983 -2.22053 0.0 -0.1 0.1 0.000
C 4.74820 0.23993 -0.82673 -0.1 0.1 0.1 0.000
H 4.32790 1.34933 -2.64953 0.0 0.0 0.1 0.000
H 4.07480 2.26763 -1.16403 0.0 -0.1 0.0 0.000
C 4.19420 0.09023 0.59547 -0.1 -0.1 -0.1 0.000
H 4.69280 -0.72987 -1.34233 0.0 0.1 0.0 0.000
H 5.80720 0.52123 -0.79293 -0.1 0.0 0.0 0.000
C 2.69760 -0.24407 0.57707 0.1 0.3 0.1 0.001
H 4.74000 -0.68697 1.14247 0.0 0.1 -0.1 0.000
H 4.33320 1.02903 1.14737 0.0 -0.1 -0.1 0.000
H 2.54140 -1.23587 0.13217 0.0 0.0 0.0 0.000
H 2.33990 -0.29117 1.61867 0.3 0.0 -0.3 0.000
C -0.60190 -0.52437 -1.31243 0.3 0.4 -0.5 -0.001
C -2.27070 2.07603 -0.39313 -0.1 0.1 0.1 0.000
H -0.58540 2.65803 0.79127 -0.1 -0.1 0.0 0.000
C -2.94750 3.44773 -0.26433 0.2 -0.1 -0.1 0.000
H -2.50360 1.65503 -1.37893 0.0 0.1 0.0 0.000
H -2.67860 1.38363 0.35447 0.3 0.2 0.0 0.000
C -2.35050 4.44863 -1.26203 0.0 0.0 0.1 0.000
H -4.02790 3.34663 -0.42233 0.1 0.0 0.0 0.000
H -2.80360 3.82243 0.75797 0.0 -0.1 -0.1 0.000
C -0.83240 4.56853 -1.08063 0.0 -0.1 -0.1 0.000
H -2.56890 4.11193 -2.28613 0.0 0.0 0.1 0.000
H -2.82430 5.43013 -1.14313 0.1 -0.1 0.0 0.000
C -0.13650 3.20363 -1.21003 -0.2 0.1 0.2 0.000
H -0.41340 5.26723 -1.81463 -0.1 0.0 0.1 0.000
H -0.61730 4.97963 -0.08513 0.0 -0.1 -0.1 0.000
H -0.23910 2.83953 -2.23913 0.0 0.1 0.0 0.000
H 0.93320 3.32193 -1.01043 -0.1 0.0 0.0 0.000
C 0.08700 -1.89817 -1.41193 -0.2 0.1 -0.1 0.000
H -1.63880 -0.69227 -0.97923 0.1 0.1 0.0 0.000
C -0.66390 -2.82427 -2.37953 0.1 0.1 0.0 0.000
H 1.11570 -1.75857 -1.76743 -0.1 0.0 0.0 0.000
H 0.14800 -2.37457 -0.43363 0.0 0.0 -0.2 0.000
C -0.79530 -2.19767 -3.77143 -0.1 0.1 0.1 0.000
H -0.14760 -3.78957 -2.43943 -0.1 0.1 0.0 0.000
H -1.66550 -3.02407 -1.97273 0.1 0.0 0.0 0.000
C -1.44240 -0.81157 -3.68293 0.1 0.1 0.0 0.000
H 0.20390 -2.10037 -4.21963 -0.1 0.0 0.1 0.000
H -1.37770 -2.85107 -4.43143 0.1 0.0 0.1 0.000
C -0.67260 0.10553 -2.72043 -0.2 -0.4 0.0 0.000
H -1.48800 -0.34557 -4.67453 0.0 -0.1 0.1 0.000
H -2.47880 -0.91327 -3.33023 0.1 0.0 0.0 0.000
H 0.34140 0.25843 -3.10333 -0.1 0.0 0.0 0.000
H -1.15240 1.08463 -2.68813 0.1 -0.2 0.0 0.000
C 0.08250 -2.46467 2.06417 -2.6 -2.0 -0.6 -0.001
C -1.22950 -2.09297 1.84947 1.4 -3.4 0.0 0.002
H 0.79950 -2.37107 1.25227 0.1 0.5 0.2 0.000
C -2.31590 -2.48547 2.81757 -0.3 0.1 0.2 0.001
H -1.54830 -1.79767 0.85437 0.2 0.6 0.2 0.001
C -1.75730 -2.86127 4.19237 0.1 0.0 -0.1 0.000
H -3.06550 -1.68957 2.90667 0.3 -0.2 0.0 0.000
H -2.85330 -3.34427 2.38337 0.2 0.0 0.0 0.000
C -0.65010 -3.90787 4.03127 0.0 0.1 -0.1 0.000
H -1.34670 -1.96667 4.67397 -0.1 -0.1 -0.1 0.000
H -2.56250 -3.24687 4.82767 0.1 0.0 -0.1 0.000
C 0.52050 -3.36267 3.19487 0.1 0.0 0.2 0.000
H -0.27970 -4.23107 5.00977 0.0 0.0 -0.1 0.000
H -1.07310 -4.79497 3.53947 0.0 0.1 0.0 0.000
H 1.22770 -2.82877 3.83607 -0.1 -0.1 -0.1 0.000
H 1.07490 -4.19457 2.73767 -0.1 0.1 0.0 0.000
Cl 0.83960 2.32613 2.89747 0.7 1.1 -0.5 -0.004
```
Forces are in eV/Å.

Output
Maximum force (Eh/bohr): 0.1605
Highest occupied orbital energy (spin up / spin down) (eV): -2.6366 / -2.7674
Net charge: -1
Kohn-Sham gap (spin up / spin down) (eV): 5.1159 / 5.2470
LUMO (spin up / spin down) (eV): 2.5 / 2.5
2S+1: 4